Molecular formula: C4H12
Method: DFT, ωB97M-V with the def2-TZVPD basis set

Properties
2S+1   2
Net charge   -1
M   60.14 g mol⁻¹
Energy   -4340.429 eV
Kohn-Sham gap (alpha / beta)   0.102 / 0.447 Eh
HOMO level (alpha / beta)   1.55 / -7.66 eV

Each atom is followed by the atoms it is bonded to, with distances in Å.
Positions of all 16 atoms, in Å:
1 C -1.07 -1.63 -0.09  C2 1.583, H3 1.076, H4 1.093, H5 1.105
2 C -2.01 -1.75 -1.36  C1 1.583, H6 1.100, H7 1.082, H8 1.076
3 H -0.04 -1.86 -0.29  C1 1.076
4 H -1.25 -0.70 0.45  C1 1.093
5 H -1.49 -2.43 0.54  C1 1.105
6 H -1.68 -2.74 -1.72  C2 1.100
7 H -1.61 -1.09 -2.12  C2 1.082
8 H -3.08 -1.71 -1.23  C2 1.076
9 C 1.64 1.32 1.32  C10 1.524, H11 1.098, H12 1.100, H13 1.110
10 C 1.41 2.17 0.08  C9 1.524, H14 1.079, H15 1.097, H16 1.101
11 H 2.53 0.69 1.23  C9 1.098
12 H 1.77 1.88 2.26  C9 1.100
13 H 0.68 0.84 1.62  C9 1.110
14 H 0.59 2.86 0.25  C10 1.079
15 H 1.28 1.46 -0.75  C10 1.097
16 H 2.34 2.69 -0.18  C10 1.101